Record 1
{
  "formula": "C15H35CeCl2N4P",
  "method": "wB97M-V/def2-TZVPD",
  "total_charge": -1,
  "lumo_ev": [2.576, 2.576],
  "e_tot_ha": -2548.43038,
  "gap_ev": [2.87, 2.77],
  "multiplicity": 2,
  "elements": ["H", "C", "H", "H", "Ce", "C", "C", "H", "H", "P", "C", "H", "C", "H", "H", "H", "C", "C", "H", "H", "H", "N", "C", "H", "H", "C", "H", "C", "H", "H", "C", "H", "N", "H", "C", "C", "N", "H", "Cl", "H", "H", "Cl", "H", "H", "C", "H", "H", "H", "C", "H", "H", "H", "H", "H", "N", "H", "H", "H"],
  "coordinates": [[-2.960, 4.215, -0.502], [-0.129, 0.457, -3.641], [-3.862, 0.665, 0.975], [-2.933, 1.563, -4.061], [0.334, -0.625, 0.200], [-2.603, 0.524, -4.186], [2.511, -0.144, 2.351], [5.019, -2.822, 4.111], [3.794, -1.435, 0.361], [-1.823, 0.719, -1.399], [-4.732, 0.541, -1.597], [1.032, -1.882, -2.264], [-3.471, -0.105, -1.025], [2.362, -0.621, 4.995], [-3.480, -0.139, -4.179], [0.650, -0.030, -3.051], [3.499, -2.046, 1.225], [1.900, -2.389, 2.973], [2.799, 0.528, 1.528], [0.069, 1.531, -3.614], [1.701, -1.887, -1.860], [4.600, -2.039, 2.206], [4.828, -0.653, 2.701], [-1.609, -0.991, -3.047], [-2.175, 0.475, -5.197], [4.216, -2.891, 3.364], [-2.740, -0.680, 0.979], [3.240, -1.028, 4.476], [0.972, -2.014, 3.422], [-5.570, -0.155, -1.467], [-2.328, 2.491, -1.645], [5.636, -0.696, 3.442], [2.204, -1.512, 1.765], [-1.877, 3.160, 0.398], [-3.636, -0.283, 0.483], [-2.708, 3.162, -0.318], [3.615, -0.137, 3.356], [-1.163, 3.103, -3.433], [-0.934, -0.178, 2.441], [1.779, -3.415, 2.615], [-3.363, -1.104, -1.483], [1.748, 1.365, -0.678], [-1.556, 4.406, -2.329], [-3.229, 2.479, -2.286], [-1.266, 3.344, -2.366], [-3.584, 2.710, 0.160], [-0.284, 3.261, -1.882], [0.003, 0.125, -4.677], [-1.542, 0.108, -3.163], [1.599, 0.224, 2.853], [-4.674, 0.761, -2.667], [4.096, -1.088, 5.165], [5.105, 0.017, 1.869], [-4.453, -0.980, 0.708], [2.958, -2.401, 3.981], [-5.005, 1.449, -1.047], [4.071, -3.925, 3.031], [3.345, -3.089, 0.932]]
}

=====

Record 2
{
  "formula": "C2H11B2BrFNO5P",
  "method": "wB97M-V/def2-TZVPD",
  "total_charge": -1,
  "lumo_ev": 2.687,
  "e_tot_ha": -3578.97121,
  "gap_ev": 6.14,
  "multiplicity": 1,
  "elements": ["H", "O", "H", "O", "H", "P", "H", "B", "H", "H", "H", "O", "O", "O", "C", "H", "Br", "C", "F", "B", "H", "H", "N", "H"],
  "coordinates": [[-0.229, -3.239, -1.739], [-0.897, -2.463, 1.333], [1.881, -0.338, -2.546], [0.648, -2.871, -1.892], [-1.186, 3.239, 0.304], [-1.091, 0.015, -0.167], [-1.757, -2.304, 1.737], [-0.290, -1.211, 1.108], [1.582, -1.567, 1.801], [0.621, 1.412, -1.285], [-1.026, 1.873, -1.643], [-1.720, 0.948, 1.225], [-0.660, -0.931, -1.604], [1.786, -0.818, -1.718], [-0.245, 2.735, 0.116], [0.293, 2.498, 1.030], [3.185, -0.168, 2.338], [-0.359, 1.553, -0.836], [0.566, 3.689, -0.554], [0.581, -1.507, -1.716], [-1.457, 0.576, 2.071], [-2.422, -0.212, -0.509], [0.858, -0.830, 1.837], [1.337, -0.078, 1.309]]
}

=====

Record 3
{
  "formula": "CBrClO",
  "method": "wB97M-V/def2-TZVPD",
  "total_charge": 0,
  "lumo_ev": [-1.719, -3.671],
  "e_tot_ha": -3147.43073,
  "gap_ev": [9.36, 5.07],
  "multiplicity": 1,
  "elements": ["O", "Br", "C", "Cl"],
  "coordinates": [[1.674, 0.824, 0.008], [0.158, -1.662, 0.018], [0.766, 0.118, -0.041], [-2.598, 0.719, 0.014]]
}

=====

Record 4
{
  "formula": "C4H6S",
  "method": "wB97M-V/def2-TZVPD",
  "total_charge": 0,
  "smiles": "C#CC.C=S",
  "lumo_ev": -0.205,
  "e_tot_ha": -554.08293,
  "gap_ev": 8.45,
  "multiplicity": 1,
  "elements": ["H", "C", "C", "H", "H", "H", "H", "C", "C", "S", "H"],
  "coordinates": [[0.953, -0.400, -2.570], [1.164, 0.545, 0.451], [1.023, 0.618, -2.186], [0.139, 1.179, -2.492], [1.911, 1.089, -2.608], [-1.278, -0.918, 3.126], [1.235, 0.525, 1.496], [1.113, 0.584, -0.744], [-1.886, -1.111, 2.251], [-1.908, -0.084, 1.017], [-2.466, -2.026, 2.260]]
}

=====

Record 5
{
  "formula": "C17H23MgN2OPS2",
  "method": "wB97M-V/def2-TZVPD",
  "total_charge": 0,
  "lumo_ev": 0.379,
  "e_tot_ha": -2184.28214,
  "gap_ev": 8.34,
  "multiplicity": 1,
  "elements": ["N", "H", "C", "C", "P", "H", "C", "H", "H", "O", "C", "C", "H", "S", "H", "H", "H", "H", "H", "H", "C", "C", "H", "C", "C", "H", "H", "H", "C", "C", "N", "Mg", "C", "C", "H", "C", "H", "H", "C", "H", "H", "H", "S", "C", "H", "C", "H"],
  "coordinates": [[-1.034, -1.165, 1.824], [4.223, 2.529, -2.349], [1.050, -2.139, 1.062], [-0.587, 2.746, -1.549], [-0.670, 1.717, -0.052], [-1.811, 3.608, 0.996], [3.577, -0.407, -0.791], [-2.014, 2.103, 1.917], [-4.799, -2.531, -0.125], [-3.039, -1.513, -0.508], [2.662, 1.160, -2.886], [-4.085, -1.904, 0.401], [1.718, 1.858, 0.274], [-4.904, -0.606, -2.140], [5.041, 1.128, -0.480], [1.198, -0.384, -3.192], [1.986, -2.644, 1.315], [-1.221, -1.594, 5.092], [0.905, 3.246, 1.030], [2.310, 1.762, -3.714], [2.495, -0.842, -1.549], [-1.984, 2.533, 0.915], [2.471, -2.892, -0.854], [0.241, -2.082, 3.484], [4.197, 0.802, -1.073], [-1.483, 2.588, -2.149], [-2.636, -0.547, 3.055], [1.056, -2.582, 3.985], [1.773, -2.122, -1.196], [0.845, 2.171, 0.852], [0.775, -1.855, -0.165], [-1.067, -0.897, -0.242], [2.040, -0.048, -2.597], [-3.359, -0.953, -1.759], [0.276, 2.448, -2.144], [-1.670, -1.031, 3.002], [-0.492, 3.803, -1.291], [-2.951, 2.364, 0.441], [3.738, 1.589, -2.121], [3.939, -1.022, 0.025], [0.868, 1.645, 1.807], [-4.591, -1.022, 0.789], [-1.900, -0.695, -2.629], [-0.932, -1.574, 4.054], [-3.571, -2.439, 1.195], [0.150, -1.813, 2.122], [1.264, -2.501, -2.083]]
}

=====

Record 6
{
  "formula": "C34H52Cl2O24",
  "method": "wB97M-V/def2-TZVPD",
  "total_charge": 0,
  "smiles": "C[C@H]1COC(=O)O1.C[C@H]1COC(=O)O1.C[C@H]1COC(=O)O1.C[C@H]1COC(=O)O1.C[C@H]1COC(=O)O1.C[C@H]1COC(=O)O1.C[C@H]1COC(=O)O1.C[C@H]1COC(=O)O1.ClCCCl",
  "lumo_ev": -0.020,
  "e_tot_ha": -4053.04999,
  "gap_ev": 10.34,
  "multiplicity": 1,
  "elements": ["O", "C", "O", "H", "H", "C", "C", "H", "O", "H", "C", "H", "H", "C", "C", "H", "C", "Cl", "C", "H", "H", "C", "H", "H", "H", "H", "C", "H", "O", "C", "H", "O", "O", "C", "O", "H", "C", "O", "H", "H", "C", "H", "H", "C", "H", "Cl", "O", "H", "H", "H", "H", "C", "H", "C", "H", "H", "C", "O", "O", "H", "C", "C", "C", "O", "O", "H", "C", "C", "H", "C", "H", "C", "C", "O", "H", "H", "C", "H", "H", "C", "C", "H", "O", "H", "C", "H", "O", "C", "H", "O", "H", "H", "H", "H", "O", "C", "H", "O", "O", "H", "H", "H", "O", "C", "H", "H", "C", "O", "H", "O", "O", "H"],
  "coordinates": [[0.171, -4.315, 4.818], [-1.543, -2.733, 4.882], [-3.179, -3.210, 1.191], [-2.430, 1.784, 2.838], [-2.403, -2.598, 4.230], [0.593, -5.887, -1.115], [1.581, -5.207, -2.026], [3.012, 6.957, 0.885], [2.757, 2.024, -0.193], [-0.426, -1.828, -1.292], [-3.616, -3.953, 2.245], [2.915, 1.090, 3.015], [0.202, 4.063, -2.053], [-1.596, 2.466, 2.980], [0.816, 4.170, -2.943], [-0.965, -4.672, -1.978], [-0.771, -5.196, -1.036], [-2.017, 1.948, 5.585], [-0.775, -0.540, 1.215], [0.998, -6.104, -0.124], [2.232, 7.297, 4.065], [3.316, 1.521, 1.029], [-4.953, -0.833, 3.030], [3.380, 5.564, 1.983], [-2.253, -1.303, 6.360], [-0.485, -3.452, 3.105], [-4.198, -2.327, 0.762], [1.542, 3.356, -2.929], [0.482, 5.391, 1.951], [-5.797, -1.291, 2.511], [5.073, 0.387, 0.444], [1.070, -0.855, -4.465], [-0.781, -0.618, 2.406], [2.314, 1.322, 2.127], [0.197, 3.926, 0.295], [-2.357, -0.422, -1.382], [-0.044, 4.094, -4.216], [-3.056, -4.890, 2.702], [-0.957, 2.410, 2.097], [-6.158, -3.134, 1.334], [-0.241, -0.804, -0.974], [-0.403, 1.060, 4.158], [-2.171, 1.700, -2.154], [-0.682, -4.620, 5.826], [1.487, 0.114, -6.302], [-2.185, 4.126, 3.113], [0.081, -2.756, -3.803], [0.500, -2.377, 4.163], [-0.503, -1.342, 6.293], [0.991, 7.384, 2.028], [-6.237, -0.530, 1.863], [-1.514, 0.046, -0.875], [2.912, -1.144, -8.009], [0.873, -2.190, -4.491], [3.270, -2.856, -7.725], [-6.543, -1.540, 3.266], [2.571, -1.809, -5.969], [-1.755, 0.096, 0.538], [0.191, 5.383, -4.831], [3.583, -1.876, -5.567], [-0.272, -3.140, 4.127], [-1.110, -7.361, -1.496], [-1.396, 1.470, -1.423], [-4.754, -3.425, 2.732], [2.152, 1.127, -2.161], [1.398, 2.851, -5.212], [1.412, 6.415, 2.302], [0.892, 4.720, 0.851], [3.812, -0.580, 1.274], [2.621, 6.086, 1.399], [2.710, 0.183, -5.069], [-5.376, -2.511, 1.762], [-1.409, -1.476, 5.694], [2.091, 5.155, 0.453], [-1.474, 2.176, -0.597], [-1.107, 4.070, -3.970], [2.605, -2.036, -7.459], [2.444, 5.577, 4.004], [-0.778, -4.459, -0.235], [1.728, 6.372, 3.780], [1.096, 6.092, -4.138], [1.696, 2.177, 2.401], [-1.666, -6.282, -0.898], [1.633, -4.138, -1.804], [1.956, -0.472, -5.509], [4.121, 2.199, 1.315], [-0.479, -5.467, 6.631], [4.005, 0.206, 0.548], [-4.551, -2.676, -0.209], [1.475, 5.420, -3.024], [1.618, -2.275, -7.861], [2.565, -5.663, -1.919], [0.523, -0.334, -1.585], [0.824, 6.215, 4.363], [1.748, -2.788, -5.321], [-0.835, 2.051, 4.222], [1.275, -5.257, -3.070], [3.456, -0.018, -0.738], [0.220, -0.893, 0.399], [-0.119, 2.827, 4.483], [-0.444, 1.623, -1.936], [-0.168, 2.070, -4.936], [-1.779, -3.840, 5.763], [2.740, 1.053, -1.129], [1.665, 0.465, 1.952], [-1.376, -0.634, 5.001], [0.317, 3.009, -5.208], [0.223, -7.167, -1.677], [-3.869, -1.291, 0.747], [-1.699, -8.332, -1.832], [1.523, 7.155, -4.451], [0.003, 3.282, -6.214]]
}

=====

| no. | F_max (eV Å⁻¹) |
| --- | --- |
| 1 | 2.6 |
| 2 | 4.9 |
| 3 | 1.7 |
| 4 | 0.6 |
| 5 | 0.3 |
| 6 | 2.1 |